Entry 1:
ORCA calculation (ωB97M-V with the def2-TZVPD basis set) on an isolated ion of composition C2H7N4S and charge +1 at a distorted geometry.

Cartesian coordinates (Å):
1 C -1.1032 -0.1677 -0.2998
2 C -1.0940 1.4213 1.0759
3 N 0.8280 1.0238 -0.8668
4 N -0.1017 0.0511 -1.1096
5 N 0.2295 -0.6097 -2.2283
6 N -0.3284 0.5953 2.0443
7 S -0.0220 2.3563 0.0942
8 H -1.8642 -0.9228 -0.1541
9 H 1.3098 1.3901 -1.6725
10 H -0.4944 -1.3116 -2.6287
11 H 1.2629 -0.8877 -2.2677
12 H 0.6059 0.3613 1.6598
13 H -0.7605 -0.2103 2.2885
14 H -0.4090 1.1452 2.9992

Calculated values
Gap between HOMO and LUMO (spin up / spin down) = 6.52 / 6.48 eV
HOMO energy (spin up / spin down) = -10.08 / -13.13 eV
Total charge = +1
Largest force on an atom = 5.32 eV/A
Calculated total energy = -697.011211 hartree
ΔE to the lowest compared entry with this formula, charge and spin = 141.7 kcal/mol
Multiplicity = 3
M = 119.2 g/mol

=====

Entry 2:
ORCA calculation (ωB97M-V with the def2-TZVPD basis set) on C23H49N2O2P3Ru as an isolated structure at a distorted geometry.

Cartesian coordinates (Å):
1 Ru -0.4451 -0.1160 -1.7592
2 P 1.3568 1.2971 -2.2132
3 P -1.7478 1.4313 -0.5365
4 P 0.6295 -1.8245 -0.6556
5 H -4.5952 -2.1044 0.2632
6 C -3.8317 -2.7297 0.7564
7 C -3.1889 -2.2570 1.8391
8 H -3.6259 -1.4547 2.4613
9 C 0.7732 1.8161 -3.8737
10 C 1.6652 2.8255 -1.1995
11 C 3.0561 0.5913 -2.4476
12 C -3.4028 1.0490 0.1539
13 C -1.0620 2.3314 0.8962
14 C -2.1607 2.6849 -1.8077
15 C -0.1369 -3.1429 0.3357
16 C 2.0141 -1.5232 0.4985
17 C 1.3535 -2.7760 -2.0779
18 H -3.4897 -3.6030 0.1852
19 H -2.3971 -2.8218 2.3744
20 H 0.7535 0.9382 -4.5185
21 H 1.3725 2.5980 -4.3557
22 H -0.2549 2.1678 -3.8050
23 H 2.6099 3.3325 -1.4527
24 H 1.6821 2.5075 -0.1500
25 H 0.8358 3.5386 -1.3193
26 H 3.7626 1.3050 -2.9009
27 H 3.0153 -0.2945 -3.0699
28 H 3.4175 0.2889 -1.4776
29 H -4.0975 1.8851 -0.0111
30 H -3.3224 0.8423 1.2330
31 H -3.7821 0.1477 -0.3417
32 H -0.5896 3.2626 0.5940
33 H -0.3378 1.6973 1.4140
34 H -1.8615 2.5739 1.6184
35 H -3.0383 3.2672 -1.5031
36 H -2.3902 2.1566 -2.7311
37 H -1.3298 3.3733 -1.9862
38 H 0.4896 -4.0506 0.2763
39 H -1.1579 -3.3408 0.0083
40 H -0.1569 -2.8143 1.3796
41 H 2.3091 -2.4484 0.9878
42 H 1.6744 -0.8353 1.2879
43 H 2.8606 -1.0924 -0.0154
44 H 1.5650 -3.7995 -1.7595
45 H 2.2701 -2.2795 -2.3966
46 H 0.6492 -2.8060 -2.9192
47 C -1.5494 -1.4323 -4.2540
48 C -1.7065 -1.1661 -5.6496
49 C -1.4461 -2.1738 -6.5477
50 C -1.4219 -3.4897 -6.1017
51 C -1.6386 -3.7817 -4.7455
52 C -1.8678 -2.7486 -3.8604
53 O -1.0309 -0.4594 -3.5237
54 H -1.3174 -0.9096 -0.5303
55 H -1.9028 -0.1357 -5.9460
56 H -1.2624 -1.9089 -7.5925
57 H -1.2614 -4.2972 -6.8094
58 H -1.6448 -4.8134 -4.4457
59 H -2.3103 -2.9449 -2.9070
60 C -1.0404 0.9098 4.5016
61 N 0.3362 1.1984 4.7472
62 C 0.6845 1.9815 5.9055
63 C 2.0845 1.6675 6.3221
64 C 3.0628 1.8310 5.1698
65 N 2.5463 1.1640 3.9915
66 C 3.4804 1.0340 2.8845
67 C 1.2240 0.8639 3.7654
68 O 0.8733 0.3209 2.6919
69 H -1.1631 -0.1005 4.1043
70 H -1.4992 1.5905 3.7882
71 H -1.5851 0.9743 5.4328
72 H 0.6009 3.0487 5.6846
73 H -0.0125 1.7276 6.6868
74 H 2.1588 0.6322 6.6726
75 H 2.4069 2.3298 7.1303
76 H 4.0430 1.3766 5.4188
77 H 3.2502 2.9012 4.9465
78 H 4.4687 1.4122 3.2059
79 H 3.5828 -0.0160 2.5735
80 H 3.1446 1.6194 2.0108

Calculated values
Gap between HOMO and LUMO (spin up / spin down) = 8.29 / 4.76 eV
HOMO energy (spin up / spin down) = -15.09 / -16.73 eV
Total charge = +3
Largest force on an atom = 5.52 eV/A
Calculated total energy = -2283.637728 hartree
Multiplicity = 6
M = 579.6 g/mol

=====

Entry 3:
ORCA calculation (ωB97M-V with the def2-TZVPD basis set) on the molecule C16H14Cl2N4O2 at a distorted geometry.

Cartesian coordinates (Å):
1 N 4.6124 0.8637 -0.5361
2 C 3.4434 0.7472 -0.4691
3 C 2.0060 0.4047 -0.4579
4 C 1.5704 0.6496 0.9471
5 C 2.4236 0.2569 1.9800
6 N 3.1544 -0.0848 2.8332
7 C 0.4511 1.4495 1.3834
8 O 0.1967 1.4938 2.5910
9 C -0.3736 2.1336 0.3708
10 Cl -1.7522 2.9800 0.9051
11 C -0.0004 2.0676 -0.9355
12 Cl -0.8707 2.9513 -2.0897
13 C 1.2574 1.4377 -1.3625
14 O 1.8968 1.8839 -2.2977
15 C 3.6534 -0.6171 -3.3001
16 C 3.8964 -1.8874 -2.4829
17 C 3.6498 -3.0797 -3.4211
18 C 5.3162 -1.9741 -1.9485
19 N 2.9260 -1.9564 -1.3016
20 C 1.9760 -1.0713 -0.8351
21 N 0.9862 -1.8368 -0.3113
22 C -0.3629 -1.3603 -0.0935
23 C 1.3630 -3.1667 -0.2738
24 C 2.5782 -3.2227 -0.8495
25 H 3.0011 0.1106 -2.8233
26 H 4.6101 -0.1274 -3.5050
27 H 3.1824 -0.8842 -4.2536
28 H 3.7752 -4.0660 -2.9576
29 H 2.6481 -3.0166 -3.8642
30 H 4.3708 -3.0157 -4.2492
31 H 5.4706 -2.8772 -1.3540
32 H 6.0180 -2.0146 -2.7888
33 H 5.5710 -1.1002 -1.3511
34 H -0.6179 -0.6397 -0.8770
35 H -1.0258 -2.2247 -0.1572
36 H -0.4505 -0.8865 0.8865
37 H 0.7558 -3.9315 0.1942
38 H 3.1488 -4.0939 -1.1129

Calculated values
Gap between HOMO and LUMO = 6.51 eV
HOMO energy = -7.68 eV
Largest force on an atom = 3.69 eV/A
Calculated total energy = -1907.869973 hartree
ΔE to the lowest compared entry with this formula, charge and spin = 0.0 kcal/mol
M = 365.2 g/mol

=====

What is the largest force on an atom in the second record?
5.52 eV/A

=====

Number 2 is which compound?
C23H49N2O2P3Ru